Entry 1:
DFT (the ωB97M-V functional and the def2-TZVPD basis) results for C40H60CaF3O29 as an isolated structure in a non-equilibrium geometry.

```
133
C40H60CaF3O29, DFT the ωB97M-V functional and the def2-TZVPD basis
Ca 0.035 -4.011 -0.340
C 1.779 -1.648 -0.088
O 0.606 -1.841 -0.938
O 1.975 -2.878 0.386
C 2.864 -1.055 -1.003
F 2.968 0.294 -0.817
F 4.065 -1.533 -0.611
F 2.692 -1.248 -2.297
C -0.076 -0.711 -1.469
C -0.741 0.159 -0.442
H -0.056 0.540 0.319
H -1.299 0.994 -0.861
H -1.468 -0.425 0.133
H -0.886 -1.203 -2.021
H 0.478 -0.105 -2.190
H 1.550 -0.974 0.744
C 0.962 3.594 4.262
C 0.562 4.071 2.870
C -0.856 3.648 2.503
O -1.576 4.865 2.487
C -0.703 5.921 2.482
O -1.005 7.029 2.255
O 0.528 5.499 2.880
H 0.820 2.509 4.329
H 0.569 4.203 5.073
H 2.046 3.634 4.446
H 1.359 3.726 2.206
H -1.243 2.905 3.207
H -0.887 3.127 1.548
C 2.985 0.247 3.912
C 3.485 -0.136 5.290
C 3.907 1.112 6.122
O 2.962 1.109 7.210
C 2.069 0.113 7.087
O 1.200 -0.114 7.849
O 2.335 -0.639 5.995
H 3.761 0.186 3.147
H 2.434 1.180 3.938
H 2.338 -0.559 3.541
H 4.312 -0.841 5.342
H 3.888 2.023 5.532
H 4.860 0.948 6.618
C -6.116 -1.208 -1.536
C -5.662 -2.315 -0.583
C -5.683 -3.784 -1.026
O -4.354 -4.272 -0.807
C -3.535 -3.246 -0.569
O -2.355 -3.349 -0.454
O -4.183 -2.105 -0.574
H -7.058 -0.792 -1.143
H -6.474 -1.630 -2.473
H -5.438 -0.366 -1.524
H -6.027 -2.226 0.438
H -6.033 -3.978 -2.041
H -6.344 -4.367 -0.384
C -2.786 0.753 -3.875
C -3.239 -0.625 -4.207
C -4.500 -0.658 -5.064
O -4.103 -1.255 -6.330
C -2.813 -1.569 -6.288
O -2.187 -2.065 -7.161
O -2.269 -1.222 -5.094
H -1.944 0.671 -3.193
H -3.578 1.319 -3.377
H -2.601 1.304 -4.795
H -3.294 -1.281 -3.335
H -4.753 0.368 -5.369
H -5.465 -1.044 -4.747
C -4.558 2.132 2.385
C -4.915 2.741 1.052
C -5.143 4.268 1.060
O -4.392 4.728 -0.053
C -3.450 3.813 -0.362
O -2.546 3.950 -1.101
O -3.760 2.611 0.201
H -3.522 2.354 2.629
H -4.669 1.045 2.310
H -5.222 2.422 3.199
H -5.698 2.200 0.517
H -4.816 4.702 2.004
H -6.216 4.419 0.947
C 2.802 -2.507 -6.026
C 1.413 -2.660 -5.513
C 0.380 -3.510 -6.202
O -0.532 -3.763 -5.104
C 0.118 -3.624 -3.967
O -0.337 -3.915 -2.895
O 1.340 -3.146 -4.146
H 3.413 -3.408 -6.026
H 3.353 -1.774 -5.431
H 2.743 -2.035 -7.009
H 0.998 -1.646 -5.430
H 0.680 -4.512 -6.514
H -0.121 -2.970 -6.996
C -2.294 -0.134 4.345
C -0.927 -0.667 3.980
C -0.525 -1.875 4.844
O -0.287 -2.911 3.918
C -0.621 -2.549 2.703
O -0.656 -3.302 1.760
O -1.003 -1.282 2.661
H -2.303 0.917 4.034
H -2.547 -0.177 5.405
H -3.208 -0.529 3.896
H -0.145 0.086 3.924
H -1.278 -2.092 5.604
H 0.358 -1.687 5.461
C 4.196 4.162 -2.560
C 2.825 4.508 -3.087
C 1.733 3.648 -2.425
O 0.798 4.614 -1.946
C 1.300 5.862 -2.053
O 0.797 6.839 -1.635
O 2.445 5.852 -2.801
H 4.974 4.613 -3.176
H 4.369 3.084 -2.535
H 4.336 4.518 -1.536
H 2.873 4.393 -4.170
H 2.120 3.027 -1.619
H 1.247 3.016 -3.172
C 7.100 -2.525 0.200
C 6.089 -3.209 1.090
C 5.366 -4.378 0.354
O 5.456 -5.467 1.274
C 6.219 -5.122 2.331
O 6.457 -5.795 3.270
O 6.777 -3.890 2.135
H 7.893 -3.221 -0.087
H 7.578 -1.670 0.683
H 6.705 -2.166 -0.754
H 5.322 -2.506 1.413
H 5.955 -4.657 -0.518
H 4.364 -4.020 0.131
```

## Properties
HOMO energy: -11.7 eV
charge: +1
gap between HOMO and LUMO: 8.950 eV
LUMO: -2.738 eV
relative energy (zero: lowest compared OMol25 entry of this formula, charge and spin): 0.0 kcal per mole

Entry 2:
DFT (the ωB97M-V functional and the def2-TZVPD basis) results for a 4-piece molecular cluster, C40H60F4N2O6S overall in a non-equilibrium geometry.

```
113
C40H60F4N2O6S, DFT the ωB97M-V functional and the def2-TZVPD basis
C 3.197 -4.099 -0.146
C 2.620 -2.683 -0.323
C 1.314 -2.494 0.534
C 0.185 -1.832 -0.259
C 0.358 -0.612 -0.876
C 1.641 0.201 -0.781
S 2.264 0.477 0.917
C 0.969 1.278 1.926
C -0.249 0.377 2.250
C -0.744 -0.084 -1.654
C -0.659 1.229 -2.440
C -1.573 2.376 -1.916
C -1.000 3.775 -2.279
C -1.770 4.946 -1.640
C -1.678 4.985 -0.092
C -0.330 5.636 0.364
C 0.841 4.633 0.386
O 1.507 4.656 1.629
C 2.868 4.282 1.498
C -1.932 -0.770 -1.729
C -3.112 -0.245 -2.545
C -4.152 0.482 -1.695
O -5.208 0.821 -2.164
F -3.873 0.776 -0.392
C -2.123 -2.002 -1.051
N -3.358 -2.592 -1.144
C -3.415 -3.708 -0.462
C -4.769 -4.412 -0.454
C -5.504 -3.900 0.864
C -5.392 -2.395 1.118
O -6.629 -3.087 0.666
C -2.316 -4.288 0.259
C -2.462 -5.614 1.005
C -1.117 -6.275 1.331
C -0.339 -5.629 2.434
F 0.991 -5.972 2.496
C -0.795 -4.737 3.386
F -1.080 -5.081 4.641
F -0.950 -3.438 3.178
N -1.149 -3.714 0.324
C -1.050 -2.523 -0.338
H 3.899 -4.292 -0.974
H 3.799 -4.193 0.767
H 2.422 -4.876 -0.179
H 3.367 -1.963 0.038
H 2.335 -2.475 -1.363
H 1.515 -1.904 1.436
H 1.040 -3.497 0.874
H 2.424 -0.339 -1.330
H 1.573 1.184 -1.254
H 0.651 2.183 1.398
H 1.425 1.609 2.868
H -0.868 0.324 1.346
H 0.032 -0.628 2.581
H -0.820 0.861 3.055
H -0.974 0.983 -3.466
H 0.354 1.634 -2.534
H -1.850 2.269 -0.861
H -2.513 2.306 -2.486
H 0.080 3.776 -2.078
H -1.118 3.862 -3.372
H -1.305 5.876 -2.007
H -2.815 4.978 -1.984
H -2.534 5.534 0.317
H -1.705 3.969 0.324
H -0.500 5.978 1.394
H -0.153 6.479 -0.315
H 1.555 4.824 -0.436
H 0.414 3.634 0.162
H 2.996 3.225 1.200
H 3.342 4.401 2.476
H 3.406 4.877 0.740
H -3.641 -1.112 -2.954
H -2.806 0.349 -3.394
H -5.402 -4.090 -1.283
H -4.677 -5.493 -0.341
H -5.476 -4.555 1.743
H -5.456 -2.018 2.136
H -5.248 -1.731 0.272
H -3.126 -5.516 1.877
H -2.975 -6.296 0.309
H -0.515 -6.430 0.422
H -1.348 -7.296 1.691
C -1.660 -2.312 -6.455
C -2.317 -0.965 -6.300
O -2.506 -0.479 -5.207
C -2.728 -0.247 -7.561
H -1.418 -2.711 -5.471
H -2.339 -3.002 -6.958
H -0.738 -2.214 -7.031
H -3.453 -0.848 -8.111
H -1.853 -0.059 -8.185
H -3.186 0.705 -7.301
C 3.087 -1.265 4.774
C 3.647 -2.575 4.273
O 4.557 -2.610 3.478
C 3.020 -3.840 4.808
H 3.626 -0.442 4.308
H 2.030 -1.189 4.507
H 3.206 -1.195 5.856
H 1.960 -3.870 4.545
H 3.134 -3.884 5.892
H 3.515 -4.703 4.367
C 5.243 7.995 2.361
C 5.950 6.707 2.017
O 5.544 5.640 2.413
C 7.186 6.808 1.157
H 4.375 7.775 2.981
H 5.914 8.653 2.916
H 4.907 8.491 1.449
H 7.942 7.415 1.659
H 6.935 7.254 0.193
H 7.591 5.812 0.988
```

## Properties
HOMO energy: -7.8 eV
gap between HOMO and LUMO: 7.277 eV
LUMO: -0.543 eV
structure (SMILES): CCCc1c(CSCC)c(CCCCCCCOC)c(CC(=O)F)c2nc(C[C@H]3CO3)c(CCC(F)=C(F)F)nc12.CC(C)=O.CC(C)=O.CC(C)=O

Q: Which formula does entry 1 have?
A: C40H60CaF3O29